C3H5N | the ωB97M-V functional and the def2-TZVPD basis

Geometry as XYZ:
```
9
Properties=species:S:1:pos:R:3:forces:R:3
C 0.735184 -0.408632 0.394717 -1.439 -5.278 4.031
C -0.564072 -0.497469 1.017063 0.413 0.658 -1.153
C 0.065867 0.766854 -1.038260 -1.188 -0.766 -5.116
N 1.141372 0.093206 -0.750171 -0.948 3.318 0.708
H -1.371751 0.281496 0.709801 1.349 -1.538 0.813
H -0.900309 -1.431518 1.638348 1.042 2.203 -1.085
H 1.558599 -0.941499 0.881368 -0.438 -0.498 0.159
H 0.217027 1.779561 -1.266759 -0.013 1.763 -0.542
H -0.881917 0.358000 -1.586106 1.223 0.137 2.185
```
Forces are in eV/Å.

The value obtained for the energy above the lowest of the compared OMol25 structures with the same formula, charge and spin is 460.76 kJ/mol. The calculation puts the HOMO energy at -8.0 eV. The value obtained for the orbital gap is 7.2255 eV. For the electronic energy, the calculation gives -171.87959 a.u. The lowest unoccupied orbital energy is -0.74 eV.

Taken from the Mulliken analysis, the atomic charges in e are: number 1, C, carries 0.037; number 2, C, carries -0.724; number 3, C, carries -0.342; number 4, N, carries -0.409; number 5, H, carries 0.232; number 6, H, carries 0.219; number 7, H, carries 0.378; number 8, H, carries 0.271; number 9, H, carries 0.337



C3H5N | the ωB97M-V functional and the def2-TZVPD basis

Geometry as XYZ:
```
9
Properties=species:S:1:pos:R:3:forces:R:3
C 0.371028 -0.015508 1.694421 0.021 0.126 -0.140
C 0.216470 0.301031 0.414617 0.350 0.578 0.503
N -0.351082 -0.601568 -0.463424 -0.368 -0.782 -0.208
C -0.494929 -0.295253 -1.675954 0.048 0.230 -0.204
H 0.809865 0.668036 2.399218 0.090 0.184 0.064
H 0.055735 -0.977219 2.059363 -0.084 -0.209 0.007
H 0.529740 1.272651 0.023221 -0.001 -0.023 0.036
H -0.195490 0.666613 -2.110256 0.039 0.026 0.125
H -0.941337 -1.018784 -2.341206 -0.094 -0.130 -0.183
```
Forces are in eV/Å.

The value obtained for the energy above the lowest of the compared OMol25 structures with the same formula, charge and spin is 116.67 kJ/mol. The calculation puts the HOMO energy at -9.5 eV. The value obtained for the orbital gap is 10.3017 eV. Its SMILES is C=CN=C. For the electronic energy, the calculation gives -172.01064 a.u. The lowest unoccupied orbital energy is 0.82 eV.

Taken from the Mulliken analysis, the atomic charges in e are: number 1, C, carries -0.612; number 2, C, carries 0.025; number 3, N, carries -0.423; number 4, C, carries -0.191; number 5, H, carries 0.246; number 6, H, carries 0.283; number 7, H, carries 0.216; number 8, H, carries 0.193; number 9, H, carries 0.262



C3H5N2 | the ωB97M-V functional and the def2-TZVPD basis

Geometry as XYZ:
```
10
Properties=species:S:1:pos:R:3:forces:R:3
C 0.574172 0.089703 1.092160 3.276 2.562 0.365
C -0.293416 0.038836 0.151842 1.562 1.306 -2.044
C 0.171286 0.912851 -1.599840 -5.122 -3.925 0.836
N 2.392243 1.063394 -0.846640 -1.392 -0.064 -2.165
N 1.449514 0.993044 -1.452116 5.676 0.999 3.121
H 0.478266 -0.077416 2.152267 -0.600 -0.855 0.100
H 1.627886 0.648386 1.016371 -1.987 -1.044 -0.338
H -1.141189 -0.557937 0.115806 -1.811 -0.452 -0.702
H -0.173539 0.249021 -2.407053 0.572 -0.323 0.402
H -0.408411 1.772359 -1.764218 -0.173 1.797 0.425
```
Forces are in eV/Å.

The value obtained for the energy above the lowest of the compared OMol25 structures with the same formula, charge and spin is 532.40 kJ/mol. The calculation puts the HOMO energy at -16.1 eV. The total charge is +1. The value obtained for the orbital gap is 9.9033 eV. For the electronic energy, the calculation gives -226.38959 a.u. The lowest unoccupied orbital energy is -6.15 eV.

Taken from the Mulliken analysis, the atomic charges in e are: number 1, C, carries -0.535; number 2, C, carries -0.009; number 3, C, carries -0.386; number 4, N, carries -0.212; number 5, N, carries 0.558; number 6, H, carries 0.323; number 7, H, carries 0.198; number 8, H, carries 0.374; number 9, H, carries 0.337; number 10, H, carries 0.352



C3H5N2 | the ωB97M-V functional and the def2-TZVPD basis

Geometry as XYZ:
```
10
Properties=species:S:1:pos:R:3:forces:R:3
C -1.200763 -0.561533 -0.921355 -1.122 -0.138 0.119
C 0.201058 -0.590741 -0.418240 -0.783 1.308 1.271
C -0.491520 -0.690202 0.905861 1.487 -0.403 -0.190
N -1.779206 -0.592570 0.261429 0.057 0.463 -1.045
N 0.371605 0.755463 0.327726 3.628 -2.476 0.186
H -1.605072 -0.518619 -1.966899 0.044 0.056 1.303
H 1.009315 -1.088155 -0.910132 0.801 0.082 0.225
H -0.288074 -1.091148 1.941946 -0.031 0.760 -1.401
H 1.434219 1.065599 0.433905 -2.970 -0.844 0.330
H -0.289479 1.482314 0.333372 -1.110 1.192 -0.799
```
Forces are in eV/Å.

The value obtained for the energy above the lowest of the compared OMol25 structures with the same formula, charge and spin is 487.86 kJ/mol. The calculation puts the HOMO energy at -16.0 eV. The total charge is +1. The value obtained for the orbital gap is 10.3638 eV. For the electronic energy, the calculation gives -226.40655 a.u. The lowest unoccupied orbital energy is -5.62 eV.

Taken from the Mulliken analysis, the atomic charges in e are: number 1, C, carries -0.086; number 2, C, carries 0.073; number 3, C, carries -0.023; number 4, N, carries -0.420; number 5, N, carries -0.359; number 6, H, carries 0.347; number 7, H, carries 0.462; number 8, H, carries 0.373; number 9, H, carries 0.343; number 10, H, carries 0.290



C3H5N2 | the ωB97M-V functional and the def2-TZVPD basis

Geometry as XYZ:
```
10
Properties=species:S:1:pos:R:3:forces:R:3
C 0.788474 -0.206616 -1.125582 -1.852 1.318 0.410
C -0.022693 -0.306024 -0.021471 0.976 -0.534 -0.076
N -0.432702 -1.424665 0.654543 -0.841 -3.378 -0.068
C -0.314284 0.995372 0.499811 -0.065 1.647 0.186
N -0.460113 2.100399 0.810919 0.686 -0.044 -0.491
H 0.866647 0.686944 -1.732051 -0.032 0.719 0.832
H 1.112481 -0.955975 -1.772282 0.538 -2.079 -0.103
H -0.791083 -1.655011 1.610854 0.695 1.754 -1.146
H -0.467877 -2.363705 0.153665 0.416 2.207 0.356
H -0.278850 3.129280 0.921595 -0.522 -1.610 0.099
```
Forces are in eV/Å.

The value obtained for the energy above the lowest of the compared OMol25 structures with the same formula, charge and spin is 316.37 kJ/mol. The calculation puts the HOMO energy at -13.8 eV. The total charge is +1. The value obtained for the orbital gap is 8.6158 eV. Its SMILES is C=C(N)C#[NH+]. For the electronic energy, the calculation gives -226.47187 a.u. The lowest unoccupied orbital energy is -5.18 eV.

Taken from the Mulliken analysis, the atomic charges in e are: number 1, C, carries -0.880; number 2, C, carries 0.638; number 3, N, carries -0.486; number 4, C, carries 0.234; number 5, N, carries -0.021; number 6, H, carries 0.277; number 7, H, carries 0.353; number 8, H, carries 0.248; number 9, H, carries 0.255; number 10, H, carries 0.381



C3H5N2 | the ωB97M-V functional and the def2-TZVPD basis

Geometry as XYZ:
```
10
Properties=species:S:1:pos:R:3:forces:R:3
C -0.666685 0.102480 -1.064517 3.608 -0.464 1.147
C -0.599108 -0.396662 0.266778 -0.014 -1.769 0.664
N -0.505791 0.628117 1.179899 1.485 -0.290 1.077
C 0.464102 0.673096 0.036657 -0.225 0.367 -0.418
N 0.922662 -0.706145 0.400373 1.476 -0.546 2.517
H -0.137493 -0.444196 -1.784548 0.177 -0.993 -1.251
H -1.131165 0.945378 -1.425914 -2.114 1.439 -0.272
H -1.248376 1.281645 1.183434 -0.862 1.011 -0.333
H 1.428074 -0.775196 1.479327 -2.431 0.267 -3.596
H 1.473780 -1.308518 -0.271490 -1.099 0.979 0.466
```
Forces are in eV/Å.

The value obtained for the energy above the lowest of the compared OMol25 structures with the same formula, charge and spin is 641.08 kJ/mol. The calculation puts the HOMO energy at -16.1 eV. The total charge is +1. The value obtained for the orbital gap is 11.1682 eV. Its SMILES is C1[C@@]23N[C@@]12[NH2+]3. For the electronic energy, the calculation gives -226.34820 a.u. The lowest unoccupied orbital energy is -4.96 eV.

Taken from the Mulliken analysis, the atomic charges in e are: number 1, C, carries -0.105; number 2, C, carries 0.196; number 3, N, carries -0.302; number 4, C, carries -0.155; number 5, N, carries -0.193; number 6, H, carries 0.264; number 7, H, carries 0.296; number 8, H, carries 0.271; number 9, H, carries 0.429; number 10, H, carries 0.298